# 1
C25H19F2N2O | ωB97M-V/def2-TZVPD

Values from the calculation:
Spin multiplicity: 1
Highest occupied orbital energy (eV): -11.07
Net charge: +1

Atoms and positions in Å:
F: 2.89030 4.75246 -0.41104
F: -4.92947 5.08566 0.12726
O: 3.36734 -1.17189 -2.15603
N: 1.03052 0.92359 -3.43271
N: 1.06985 0.04600 -2.69311
C: 0.14269 0.96776 0.88042
C: -2.32153 0.98600 0.62167
C: 3.56090 -3.48902 -0.42417
C: 2.43873 1.29831 1.82281
C: 2.36996 -5.37903 0.52257
C: -0.12589 -3.16958 -1.29031
C: 2.35537 -2.95328 -0.89691
C: 3.75549 3.25345 1.22008
C: 1.16029 -3.67740 -0.71003
C: 2.34670 -1.65936 -1.65185
C: 3.56864 -4.67712 0.30816
C: 3.58121 2.07855 1.96913
C: 1.05675 -0.99141 -1.80149
C: -4.88213 3.71590 0.25095
C: -0.22482 -1.63340 -1.43419
C: -3.63911 3.10362 0.37146
C: 1.38633 1.68895 0.94891
C: 2.73257 3.61341 0.34454
C: 1.17710 -4.89314 -0.00934
C: -6.09004 3.01779 0.23948
C: 1.57257 2.86971 0.17847
C: -6.02486 1.61895 0.34420
C: -1.06158 1.57724 0.52256
C: -3.57088 1.68399 0.49389
C: -4.80323 0.96934 0.47698
H: 4.36167 1.78211 2.67261
H: -0.98484 -1.41128 -2.20190
H: -2.72989 3.70369 0.37084
H: -2.36959 -0.08175 0.87019
H: 0.23728 -5.43742 0.13052
H: 4.64981 3.86603 1.30429
H: -7.03612 3.54623 0.14463
H: -6.95203 1.04435 0.31689
H: 0.79947 3.20444 -0.51172
H: -0.96869 -3.51701 -0.68058
H: -1.01471 2.60965 0.16145
H: 2.29865 0.40647 2.43983
H: 4.50831 -5.05255 0.71620
H: -0.61618 -1.19722 -0.49645
H: -4.77049 -0.11958 0.55160
H: 2.37154 -6.30391 1.10004
H: -0.27695 -3.60968 -2.29211
H: 4.48262 -2.94054 -0.62102
H: 0.12038 -0.04805 1.29232

For each atom in turn, the Mulliken charge in e is:
1. F -0.2980
2. F -0.2886
3. O -0.6948
4. N -0.8272
5. N 0.7255
6. C -0.3581
7. C -0.2277
8. C -0.7944
9. C -0.5297
10. C -0.4731
11. C -1.1869
12. C 0.5101
13. C -0.4477
14. C 0.8420
15. C 0.4157
16. C -0.5541
17. C -0.5674
18. C 0.4574
19. C 0.2347
20. C -0.1956
21. C -0.6296
22. C 0.7322
23. C 0.0064
24. C -0.7257
25. C -0.4989
26. C -0.3614
27. C -0.4878
28. C 0.1863
29. C 0.8489
30. C -0.6141
31. H 0.4018
32. H 0.5271
33. H 0.4720
34. H 0.3814
35. H 0.3848
36. H 0.4622
37. H 0.4534
38. H 0.3934
39. H 0.5471
40. H 0.3966
41. H -0.0737
42. H 0.4198
43. H 0.3920
44. H -0.4591
45. H 0.3680
46. H 0.3879
47. H 0.3633
48. H 0.4794
49. H 0.5039

---

# 2
C25H19N6O2RuS4 | ωB97M-V/def2-TZVPD

Values from the calculation:
Energy relative to the best compared isomer or geometry (same formula, charge and spin) (eV): 0.351
Spin multiplicity: 2
Highest occupied orbital energy (alpha / beta) (eV): -7.28 / -7.88
Expectation value of S²: 0.764

Atoms and positions in Å:
Ru: 0.93616 -0.29728 0.15531
S: 0.46015 0.18571 -1.94379
S: 0.29879 1.86012 0.69168
S: 3.33964 0.31236 0.69952
S: -2.00407 -1.00267 1.54184
O: -1.62892 0.18769 2.25678
O: -2.40163 -2.14239 2.33116
N: -1.43934 4.80851 -0.67617
N: 1.88973 -1.08529 2.42955
N: -0.74802 -1.38729 0.55942
N: -1.48903 2.47048 -4.09376
N: 2.14859 1.17840 2.92526
N: 1.51795 -2.18894 -0.54878
C: -5.49954 0.16615 -1.07279
C: 1.04275 -1.18055 3.47233
C: -1.83710 -3.51230 -0.19276
C: 2.43139 0.09704 2.13543
C: 0.67662 -0.06753 4.22466
C: -0.77070 -2.64752 -0.07206
C: 2.68503 -2.52361 -1.04845
C: -0.50428 -5.17823 -1.34543
C: 0.61312 -4.31804 -1.25456
C: -0.95424 2.16123 -3.12273
C: 0.84625 2.43972 4.53693
C: -4.20672 0.44308 -1.49542
C: -3.35945 -0.59925 0.48156
C: -1.69687 -4.76214 -0.82902
C: -3.12758 0.05650 -0.71646
C: -4.64620 -0.89273 0.91108
C: 1.23307 1.14788 3.91011
C: -0.32921 1.72977 -1.91544
C: 0.47034 -3.06448 -0.63344
C: -5.71962 -0.50301 0.12455
C: 2.91679 -3.76650 -1.66391
C: 1.88457 -4.65164 -1.76991
C: 0.52492 -2.54404 3.75884
C: -0.36613 2.46184 -0.76791
C: -0.96338 3.76358 -0.73452
H: -6.34082 0.46895 -1.68248
H: -4.03233 0.96096 -2.42977
H: -0.40039 -6.14008 -1.82981
H: 3.47058 -1.78850 -0.95889
H: -2.80321 -3.26309 0.21298
H: 1.35427 -3.25050 3.74236
H: -2.56928 -5.39884 -0.89740
H: -0.17810 -2.82329 2.97320
H: 2.01843 -5.61112 -2.25466
H: -4.79523 -1.41879 1.84415
H: 0.00085 -2.58951 4.71041
H: 2.52339 2.06474 2.60727
H: 3.89875 -3.98862 -2.05551
H: -2.11497 0.24310 -1.04283
H: -6.72900 -0.72164 0.44715
H: 1.68186 3.13827 4.56667
H: 0.05006 2.88008 3.93086
H: 0.46868 2.28262 5.54379
H: -0.05948 -0.14286 5.00985

For each atom in turn, the Mulliken charge in e is:
1. Ru -0.1484
2. S -0.3810
3. S -0.2248
4. S -0.3479
5. S 1.1472
6. O -0.6785
7. O -0.7150
8. N -0.5022
9. N -0.2720
10. N 1.1489
11. N -0.5118
12. N 0.0843
13. N 0.4621
14. C -0.4488
15. C 0.9496
16. C -0.6602
17. C 0.0527
18. C -0.7545
19. C 0.5639
20. C -0.1964
21. C -0.9516
22. C 0.8047
23. C -0.0361
24. C -1.4847
25. C -0.7729
26. C -0.1128
27. C -1.0916
28. C 0.2840
29. C -0.3819
30. C 0.7824
31. C 0.4374
32. C 0.1421
33. C -0.6604
34. C -0.9866
35. C -0.6022
36. C -1.1645
37. C 0.7684
38. C -0.2271
39. H 0.4011
40. H 0.4810
41. H 0.4001
42. H 0.3325
43. H 0.3610
44. H 0.3896
45. H 0.4096
46. H 0.1439
47. H 0.4310
48. H 0.4640
49. H 0.3874
50. H 0.3687
51. H 0.4158
52. H -0.1988
53. H 0.3921
54. H 0.3990
55. H 0.3172
56. H 0.4117
57. H 0.3796

---

# 3
C25H20AsBrCuF46O5 | ωB97M-V/def2-TZVPD

Values from the calculation:
Spin multiplicity: 1
Highest occupied orbital energy (eV): -5.49
Net charge: -1

Atoms and positions in Å:
Br: 3.27404 3.32984 2.10896
As: 3.76583 -2.36768 3.89324
Cu: 1.41765 0.21134 0.59103
F: -0.81076 6.35973 -2.42890
F: -4.20849 -3.77205 7.06060
F: -0.98939 0.39235 6.24162
F: -5.83956 1.49741 -7.16497
F: 3.06490 -2.90255 5.48074
F: 7.94348 -1.11112 -3.65960
F: 9.62146 0.44255 -2.29905
F: 3.62205 -3.97373 3.16160
F: -2.38469 -1.00674 -4.32534
F: 8.72827 -1.05608 -0.97670
F: -5.01176 -1.20438 -7.24015
F: 3.64853 3.26381 -3.58573
F: -1.87503 7.47048 -0.89147
F: 4.46141 1.90367 -5.69048
F: -2.51477 -0.69739 -2.26911
F: 4.42506 -1.74802 2.34661
F: -4.99418 -1.39755 8.50433
F: -2.31823 2.10195 6.39670
F: -1.23410 -5.50889 2.90037
F: 2.11246 -1.95082 3.38980
F: -4.26524 -4.15456 9.10770
F: 6.37015 -0.81022 -2.24690
F: -5.32490 -1.19677 -2.40243
F: 3.50899 7.10173 -1.53241
F: -2.32826 0.43049 3.81580
F: -3.98037 -6.73281 0.98502
F: 5.46883 -2.65657 4.52605
F: 2.54989 -4.84087 -2.18071
F: -4.02970 -2.83258 -2.75708
F: -0.01208 -5.73693 -1.74709
F: -2.76329 -7.82215 2.45135
F: 6.12223 3.10690 -4.97820
F: -0.15367 4.30962 -0.58341
F: 1.39918 -3.41047 -1.13493
F: 1.37736 -6.99201 -0.56606
F: -2.40809 -4.45989 1.54420
F: -4.26624 0.57593 4.77727
F: 2.41566 10.00974 -1.33698
F: 1.56220 9.43121 0.45876
F: 3.94771 -0.70602 4.58189
F: -2.22971 4.72901 -0.58451
F: -3.10102 -1.60790 9.61416
F: -7.30161 0.35038 -8.24036
F: 3.90217 1.19835 -2.98448
F: -6.91313 -1.84437 -6.74100
F: 4.21416 8.61097 -0.09200
O: 7.06983 0.95778 -3.43346
O: 0.37711 7.14827 -0.76494
O: -5.62694 -0.63185 -5.18280
O: 0.04685 -5.38300 0.37827
O: -3.02085 -1.20754 7.42177
C: -3.74380 -1.87234 8.46350
C: -0.87713 6.58106 -1.12407
C: -2.27062 0.73586 6.28486
C: -4.44316 -1.62091 -3.24514
C: -1.94523 -5.68307 1.79837
C: 7.43093 -0.24103 -2.77109
C: -1.04334 5.28564 -0.32495
C: 0.84547 8.31359 -1.43630
C: 0.84347 -5.76092 -0.76161
C: -1.03928 -6.23617 0.62383
C: -2.96345 0.24444 4.97653
C: -6.73507 0.47772 -7.09581
C: 4.52352 2.32738 -3.42503
C: 6.20039 0.82323 -4.58240
C: 2.00329 8.90895 -0.68290
C: -6.07622 -0.81282 -6.52363
C: -5.09537 -1.86092 -4.61460
C: -3.16268 -6.59649 2.08587
C: -3.25275 -0.72014 -3.35197
C: 8.48548 0.05865 -1.71354
C: 3.20105 7.91155 -0.54572
C: 5.31522 2.08120 -4.71636
C: -3.71336 -3.36435 8.19568
C: -2.97012 0.20721 7.54825
C: 1.91644 -4.66402 -1.06896
H: -3.92169 0.70441 7.73644
H: 2.59258 -4.57001 -0.21920
H: -3.84763 -6.21541 2.84331
H: -2.99610 -0.84491 4.95770
H: -2.31302 0.43969 8.38627
H: 1.11406 7.96178 -2.43239
H: -0.72289 -7.24384 0.89326
H: 5.19161 2.56704 -2.59780
H: -0.94808 5.37016 0.75758
H: 3.01524 7.30516 0.34077
H: -4.38310 -2.34219 -5.28478
H: 8.13308 0.86265 -1.06741
H: 6.83128 0.59082 -5.44034
H: -3.59377 0.28473 -3.60106
H: 0.06858 9.07315 -1.52352
H: -7.46822 0.88713 -6.40084
H: -1.67629 -6.29155 -0.25892
H: 5.57344 -0.06688 -4.63470
H: -2.66803 -3.65377 8.30348
H: -5.92580 -2.55136 -4.46705

For each atom in turn, the Mulliken charge in e is:
1. Br -0.7517
2. As 2.0192
3. Cu 0.7754
4. F -0.2861
5. F -0.2313
6. F -0.2379
7. F -0.2505
8. F -0.5146
9. F -0.3067
10. F -0.2402
11. F -0.4780
12. F -0.2781
13. F -0.2648
14. F -0.2934
15. F -0.2609
16. F -0.2895
17. F -0.3220
18. F -0.2467
19. F -0.5088
20. F -0.2831
21. F -0.3234
22. F -0.2924
23. F -0.5139
24. F -0.2940
25. F -0.2458
26. F -0.2810
27. F -0.2184
28. F -0.2488
29. F -0.2642
30. F -0.5239
31. F -0.2595
32. F -0.3157
33. F -0.2790
34. F -0.2551
35. F -0.2820
36. F -0.2112
37. F -0.2452
38. F -0.2722
39. F -0.2817
40. F -0.2803
41. F -0.3478
42. F -0.2855
43. F -0.4902
44. F -0.2685
45. F -0.2803
46. F -0.2403
47. F -0.2866
48. F -0.2870
49. F -0.2826
50. O -0.4374
51. O -0.3972
52. O -0.3851
53. O -0.2851
54. O -0.3787
55. C 0.8604
56. C 0.8389
57. C 1.0866
58. C 1.0022
59. C 0.9584
60. C 0.8668
61. C 0.2474
62. C -0.8545
63. C 0.8855
64. C -1.0103
65. C 0.1248
66. C 0.2044
67. C 0.1365
68. C -0.9106
69. C 1.0200
70. C 0.9084
71. C -0.8832
72. C 0.1164
73. C 0.1733
74. C 0.1820
75. C 0.1911
76. C 0.9401
77. C 0.2211
78. C -0.8982
79. C 0.1786
80. H 0.3837
81. H 0.2324
82. H 0.2631
83. H 0.1710
84. H 0.3911
85. H 0.3108
86. H 0.3788
87. H 0.3116
88. H 0.1990
89. H 0.2603
90. H 0.3711
91. H 0.2778
92. H 0.4599
93. H 0.2306
94. H 0.3760
95. H 0.1903
96. H 0.4226
97. H 0.3804
98. H 0.2147
99. H 0.3782

---

# 4
C25H20AsNO6S5Sr | ωB97M-V/def2-TZVPD

Values from the calculation:
Energy relative to the best compared isomer or geometry (same formula, charge and spin) (eV): 1.428
Spin multiplicity: 1
Highest occupied orbital energy (eV): -1.53
Net charge: -2

Atoms and positions in Å:
Sr: 0.46365 0.31144 0.35474
As: 3.12303 0.03294 1.03688
S: -0.10459 -1.78653 -1.63788
S: -2.28791 1.58807 0.10720
S: -1.60009 1.46955 -3.14655
S: 0.95831 2.07922 2.24523
S: -1.88884 -2.36183 1.14750
O: 2.47039 0.54283 -0.41467
O: 4.84264 -0.29701 0.63399
O: 1.12885 2.43345 0.84210
O: 2.43044 -1.38721 1.49755
O: 0.06238 2.90201 2.99352
O: 0.75726 0.62457 2.42181
N: -3.43906 -1.13953 -1.51368
C: -3.26253 -0.67845 -2.75031
C: 5.03663 2.14296 4.20567
C: -0.88336 5.32630 -2.20007
C: -3.00712 -1.53853 -3.82168
C: -3.30574 0.82779 -2.93494
C: 0.55815 -5.55589 0.94042
C: -3.05108 -3.36959 -2.28230
C: 3.56388 1.32120 2.48136
C: -3.27498 -2.44158 -1.27467
C: 0.14429 -3.17160 -0.61688
C: 4.05880 3.02597 4.64181
C: -1.52762 2.97330 -2.19002
C: 2.81659 3.07102 4.02027
C: 1.37073 -5.26326 -0.15954
C: -1.79324 3.00399 -0.78974
C: -1.07312 4.12356 -2.86291
C: -0.65708 -3.48211 0.52450
C: -0.43893 -4.65562 1.26877
C: -3.33596 -2.84113 0.17552
C: -1.62890 4.26942 -0.16085
C: 2.57686 2.22655 2.95118
C: -1.17796 5.38948 -0.83606
C: 1.16669 -4.12084 -0.90751
C: 4.80531 1.28415 3.12821
C: -2.92366 -2.90080 -3.58198
H: -1.81367 4.31114 0.90788
H: 1.81153 -3.89969 -1.75187
H: 4.25387 3.66769 5.48957
H: -0.51157 6.19565 -2.73306
H: 4.78568 -0.82552 -0.17946
H: -2.72401 -3.59279 -4.39837
H: -2.94494 -4.42677 -2.04428
H: -1.03223 6.31934 -0.29250
H: 5.56480 0.59177 2.79260
H: -0.84624 4.04604 -3.92265
H: 2.02751 3.73111 4.35552
H: 2.18251 -5.93779 -0.42453
H: 0.71565 -6.45130 1.53474
H: -3.45193 -3.92085 0.30104
H: -1.07458 -4.83957 2.13242
H: -3.87449 1.11003 -3.82368
H: 5.98868 2.10785 4.71809
H: -2.86056 -1.13049 -4.82109
H: -4.16403 -2.31312 0.65589
H: -3.70508 1.27898 -2.03230

For each atom in turn, the Mulliken charge in e is:
1. Sr 1.6316
2. As 1.0601
3. S -0.2627
4. S -0.2655
5. S -0.1523
6. S 1.4179
7. S -0.1139
8. O -0.8129
9. O -0.6906
10. O -0.5676
11. O -0.6520
12. O -0.7718
13. O -0.7940
14. N -0.1813
15. C 0.4255
16. C -0.4815
17. C -0.4972
18. C -0.3038
19. C -1.1449
20. C -0.5598
21. C -0.3749
22. C -0.5664
23. C 0.3219
24. C 0.5293
25. C -0.4586
26. C 0.2346
27. C -0.5332
28. C -0.4129
29. C 0.1405
30. C -0.5133
31. C -0.3172
32. C -0.2777
33. C -0.7747
34. C -0.7084
35. C 0.4292
36. C -0.4669
37. C -0.8666
38. C -0.4578
39. C -0.5272
40. H 0.3247
41. H 0.3619
42. H 0.3583
43. H 0.3225
44. H 0.3025
45. H 0.3625
46. H 0.2968
47. H 0.3260
48. H 0.4567
49. H 0.3347
50. H 0.4970
51. H 0.2950
52. H 0.3289
53. H 0.3909
54. H 0.3404
55. H 0.4713
56. H 0.3524
57. H 0.3269
58. H 0.4039
59. H 0.4636

---

The highest spin multiplicity belongs to which entry?
C25H19N6O2RuS4